(1)
72
Properties=species:S:1:pos:R:3:forces:R:3:lowdin_charge:R:1 method="wB97M-V/def2-TZVPD" e_homo_ev=-9.83 max_force_ev_per_a=4.0 energy_ev=-134442.3134 e_lumo_ev=-1.68 gap_ev=8.14
Cs -4.38942 3.48444 2.37586 0.2 -0.3 -0.3 0.979
As -1.68205 0.93133 -0.04458 1.0 -1.6 -2.1 1.014
F -3.29243 1.60583 0.47904 1.3 0.3 -0.5 -0.460
F -0.75792 2.30421 0.70726 -1.4 -1.5 -0.2 -0.310
F -0.11980 0.07941 -0.44408 -2.0 1.1 0.6 -0.292
F -2.65482 -0.38571 -0.90520 1.6 2.1 1.2 -0.291
F -1.50453 1.89364 -1.61674 -0.9 -1.4 2.4 -0.302
F -1.75411 -0.03017 1.47802 0.2 1.3 -1.2 -0.278
C 3.11570 0.91789 -0.18679 0.9 0.6 -0.5 -0.048
C 4.41138 0.38354 -0.01485 -0.7 1.0 1.1 -0.037
C 5.39073 1.12748 0.71187 -0.8 -1.1 -0.9 -0.003
C 5.05186 2.38550 1.11813 0.2 -0.7 0.2 -0.151
C 3.77261 2.90989 0.88138 1.6 2.0 0.9 -0.031
C 2.79105 2.22557 0.25307 0.5 -1.6 -1.1 -0.060
N 6.08613 3.17218 1.85715 1.1 0.2 1.8 -0.318
O 7.09703 2.65953 2.41122 -2.4 0.1 -1.9 0.042
O 5.83443 4.35117 1.99684 -0.1 0.1 -0.3 0.064
H 2.40195 0.46343 -0.85793 -0.1 -0.5 0.3 0.090
H 4.60746 -0.62078 -0.36023 0.2 0.1 -0.1 0.099
H 6.38525 0.75927 0.91621 0.0 -0.2 -0.1 0.115
H 3.70300 3.95904 1.12802 -0.5 0.1 0.2 0.113
H 1.88397 2.69248 -0.10134 -0.2 0.0 0.4 0.106
C 2.93857 -0.50165 -8.54929 0.1 0.0 1.0 -0.119
C 2.81595 -0.46839 -6.99443 -1.6 -0.4 -0.4 -0.242
C 1.36109 -0.72025 -6.42531 0.6 1.9 0.2 -0.186
C 1.05741 0.05908 -5.08357 -0.7 -1.4 0.7 -0.223
C -0.42642 -0.02792 -4.68434 0.0 -0.2 -0.1 -0.286
C -0.79679 -1.45235 -4.17773 0.6 2.2 -1.1 -0.089
H 2.80448 -1.53738 -8.86135 0.0 0.0 -0.2 0.064
H 3.95249 -0.18341 -8.79173 0.0 -0.1 -0.2 0.060
H 2.24492 0.12506 -9.10981 -0.1 0.1 0.3 0.063
H 3.45118 -1.29971 -6.68868 0.2 0.3 0.6 0.094
H 3.12764 0.48222 -6.56166 0.4 -0.1 -0.2 0.092
H 1.13817 -1.78633 -6.38199 0.0 0.1 0.3 0.099
H 0.63466 -0.25104 -7.08881 0.0 -0.2 -0.6 0.096
H 1.51980 -0.45508 -4.24100 0.8 0.2 0.0 0.091
H 1.28349 1.12335 -5.01792 0.7 -0.1 -0.7 0.105
H -0.70864 0.68954 -3.91380 0.4 0.2 0.1 0.082
H -0.99449 0.26851 -5.56612 -0.5 -0.2 -0.1 0.096
H -0.01627 -1.69498 -3.45661 -0.4 -0.4 0.2 0.067
H -1.79123 -1.32674 -3.74946 0.0 -1.0 0.0 0.068
H -0.67564 -2.02026 -5.10017 -0.6 -0.9 0.5 0.058
C -0.87010 2.37728 5.45512 2.5 2.6 -1.7 -0.250
C 0.00382 1.59400 4.35611 1.0 -0.4 1.7 -0.165
C -0.02037 0.10771 4.69076 -1.8 -0.7 0.0 -0.182
S -1.17095 -0.15447 6.16807 0.5 0.6 0.6 0.732
O -0.37208 -0.28504 7.37128 -0.3 -0.1 -0.6 -0.338
O -2.17782 -1.16114 5.87358 0.5 0.9 0.0 -0.339
C -1.86823 1.61963 6.20288 -1.4 -2.2 -2.0 -0.208
H -1.23624 3.19296 4.83165 -1.0 0.1 0.1 0.094
H -0.26636 2.99728 6.11786 0.7 -0.6 0.2 0.113
H 1.03622 1.93717 4.42304 0.0 0.2 0.3 0.110
H -0.19142 1.74275 3.29411 -0.9 0.2 0.2 0.090
H 0.88767 -0.46670 4.87409 0.1 0.5 0.4 0.108
H -0.54411 -0.41612 3.89113 -0.1 -0.2 0.0 0.067
H -2.33007 2.01318 7.10837 0.8 -0.4 0.3 0.114
H -2.67691 1.55685 5.47473 -0.6 -0.6 0.2 0.080
C -2.98587 -2.45654 2.72432 0.5 0.1 1.7 -0.245
C -2.62557 -3.05797 1.38587 -0.3 1.2 -0.8 -0.235
C -3.75784 -4.00411 1.02782 -0.4 0.3 0.8 -0.178
S -5.25057 -2.94875 1.46207 -2.7 -0.7 1.0 0.712
O -6.33847 -3.67078 2.15338 1.6 0.0 -1.1 -0.364
O -5.68948 -2.05560 0.40472 1.0 -0.6 0.0 -0.330
C -4.45160 -1.99906 2.72475 1.2 0.6 0.5 -0.229
H -2.38307 -1.63529 3.11200 0.3 0.2 -0.8 0.072
H -2.78645 -3.15930 3.53330 -0.6 -0.6 0.0 0.116
H -1.64245 -3.52110 1.30164 -0.1 0.0 0.2 0.128
H -2.67423 -2.20866 0.70441 0.4 -0.1 -0.5 0.084
H -3.74683 -4.80893 1.76282 -0.4 -0.2 0.0 0.101
H -3.73278 -4.43192 0.02559 -0.4 0.4 0.0 0.109
H -4.86023 -2.04267 3.73431 -0.5 -0.8 -0.3 0.109
H -4.57543 -0.94610 2.47171 0.3 0.0 -0.6 0.092


(2)
69
Properties=species:S:1:pos:R:3:forces:R:3:lowdin_charge:R:1 method="wB97M-V/def2-TZVPD" e_homo_ev="-11.29 / -11.43" max_force_ev_per_a=4.4 multiplicity=3 energy_ev=-490898.5554 e_lumo_ev="-4.08 / -2.99" gap_ev="7.21 / 8.44" charge=+1 s2=2.04
V -0.55173 -0.40486 1.98763 0.5 -0.7 0.3 -0.295
I -0.85205 0.07691 -0.46926 0.0 0.0 -0.8 0.360
I -2.94989 -0.37893 2.88127 0.0 0.0 0.2 0.316
C 0.70491 -1.21062 6.30685 1.8 3.9 0.7 0.007
C 0.61758 -0.88688 4.91680 0.2 -0.1 0.4 -0.150
N 0.53315 -0.67453 3.80337 -0.4 0.1 -0.7 0.044
H 0.79922 -2.20273 6.43417 -0.1 -3.6 0.5 0.056
H -0.08283 -0.73827 6.85256 -0.9 -0.1 0.3 0.101
H 1.63189 -0.75300 6.77570 -0.8 -0.4 -0.9 0.138
C -0.28062 -2.66106 -3.28886 -1.4 0.3 -0.4 -0.092
C 0.45066 -3.05461 -2.13149 2.3 -0.9 0.4 -0.320
N 1.24198 -3.53276 -1.43828 -0.8 0.6 0.3 0.173
H -1.32400 -2.48460 -2.98936 0.3 0.2 -0.4 0.056
H -0.24131 -3.47883 -4.00029 -0.1 -0.2 -0.1 0.100
H 0.13676 -1.79469 -3.79441 0.0 0.3 0.3 0.057
C -3.64286 3.19581 1.24513 -1.0 -1.2 -0.9 -0.086
C -2.94513 4.08573 2.13041 2.0 1.5 1.1 -0.242
N -2.28220 4.75926 2.81393 -1.7 -1.1 -1.2 0.145
H -3.73910 2.20644 1.75120 0.2 0.6 -0.5 -0.002
H -3.17689 3.05773 0.22493 -0.2 0.3 1.3 0.102
H -4.67553 3.54915 1.09662 0.4 0.0 0.0 0.092
C -1.40165 -5.39397 -0.68743 0.6 0.9 0.0 -0.108
C -1.38433 -5.69301 0.81062 1.2 -0.2 -0.8 -0.226
C -0.11657 -5.04565 1.39742 1.6 0.1 -0.5 -0.166
C -0.28712 -3.61618 1.58200 -0.2 0.3 0.2 -0.139
N -0.50119 -2.51435 1.81822 0.2 0.0 -0.3 0.071
H -2.21391 -5.86636 -1.21426 -0.2 -0.4 -0.1 0.071
H -0.40951 -5.66808 -1.11198 -0.9 0.0 0.0 0.079
H -1.51666 -4.29899 -0.85416 0.1 -0.6 0.1 0.066
H -1.21455 -6.75102 0.96941 -0.4 -0.3 0.0 0.110
H -2.29069 -5.37981 1.30585 -0.2 0.1 0.3 0.114
H 0.83327 -5.19215 0.71793 -1.9 0.2 1.1 0.157
H 0.14695 -5.42523 2.39252 -0.1 -0.1 -0.2 0.127
C 1.40630 4.71951 0.98638 1.1 1.2 0.4 -0.121
C 1.73072 4.37609 2.42987 0.1 0.6 0.8 -0.228
C 0.51955 3.88153 3.29939 1.3 0.1 -1.4 -0.135
C 0.14871 2.60386 2.72266 -0.3 -0.7 0.3 -0.116
N -0.03081 1.55055 2.29524 -0.2 1.2 0.4 0.039
H 2.38957 4.94229 0.56739 -0.1 0.1 -0.4 0.062
H 0.81441 5.63866 0.85184 -0.1 -0.5 0.2 0.094
H 1.01816 3.90535 0.42819 -0.6 -0.8 -0.5 0.030
H 2.14140 5.29150 2.91629 -0.3 -0.7 -0.2 0.125
H 2.54070 3.62313 2.44633 -0.4 0.2 0.1 0.115
H -0.30412 4.57398 3.26736 -0.3 0.1 -0.1 0.059
H 0.83192 3.75718 4.31566 0.1 -0.3 0.7 0.120
Br 2.25066 0.54073 -4.83551 0.0 1.3 0.1 0.531
C 2.14736 2.57637 -4.90088 0.3 -1.8 -1.4 -0.617
C 3.15377 3.25293 -4.08868 0.2 -0.6 1.4 -0.644
Br 2.61249 3.23149 -2.19889 0.2 -0.1 0.0 0.623
H 1.15992 2.80563 -4.63941 -1.4 0.2 0.5 0.028
H 2.27098 2.81601 -5.95138 0.2 -0.1 -0.2 0.067
H 3.19408 4.28562 -4.30772 0.1 1.1 -0.4 0.049
H 4.12772 2.80628 -4.16406 0.4 -0.1 0.1 0.056
Br -2.82310 -0.62207 -5.34694 0.0 0.2 0.5 0.576
C -4.44800 -0.37724 -4.21385 1.8 0.2 0.5 -0.642
C -4.10752 -0.44473 -2.69920 -1.5 0.5 -1.2 -0.635
Br -5.88783 -0.37901 -1.78653 0.6 0.0 -0.2 0.582
H -4.94921 -1.25506 -4.47174 -1.2 -1.1 -0.3 0.008
H -4.92545 0.48248 -4.66542 -0.1 0.3 0.7 0.052
H -3.57761 0.41547 -2.30366 0.3 -0.3 -0.1 0.008
H -3.69600 -1.42179 -2.45703 0.2 0.3 0.1 0.037
Br 2.52777 -0.76110 1.58852 -0.2 0.1 0.1 0.706
C 3.22013 -0.68584 -0.24160 -1.7 0.9 -1.0 -0.665
C 4.60290 -0.16378 -0.18984 1.1 -0.8 -0.7 -0.665
Br 5.35521 -0.10944 -2.04358 -0.4 -0.1 0.8 0.592
H 2.54928 0.03239 -0.80852 0.6 -1.1 0.7 0.051
H 3.10473 -1.71036 -0.59241 0.2 0.2 -0.2 0.038
H 5.22859 -0.84558 0.38190 0.2 0.2 -0.1 0.058
H 4.68653 0.83706 0.17505 -0.1 0.5 0.2 0.044


(3)
66
Properties=species:S:1:pos:R:3:forces:R:3:lowdin_charge:R:1 method="wB97M-V/def2-TZVPD" e_homo_ev=-5.45 max_force_ev_per_a=5.3 energy_ev=-102911.5761 e_lumo_ev=0.18 gap_ev=5.63
O 3.19448 1.55700 -1.26956 -0.7 0.8 -1.5 0.018
C 2.47518 2.00554 -2.16185 -1.6 -2.9 1.3 -0.231
C 1.73370 3.24714 -2.14208 -1.1 2.3 0.2 -0.207
C 1.09772 3.90613 -1.04329 0.9 0.6 0.3 -0.036
H 0.76539 3.37908 -0.13659 0.6 0.0 -0.5 0.047
C 0.93286 5.31144 -1.08489 0.1 -0.1 -1.0 -0.067
H 0.58994 5.91674 -0.19485 0.3 -1.0 -1.2 0.119
C 1.27970 5.97893 -2.29252 0.1 0.1 -0.4 -0.095
H 1.22863 7.07253 -2.34894 0.0 -0.4 0.2 0.093
C 1.66980 5.29563 -3.47841 -0.6 0.3 0.9 -0.080
H 1.92669 5.81931 -4.43373 -0.5 -0.4 1.1 0.112
C 1.77360 3.90998 -3.38331 0.8 0.1 0.2 -0.060
H 2.05236 3.31653 -4.25023 0.2 0.1 0.0 0.110
H 2.05123 1.35551 -3.00991 1.4 0.5 0.5 0.120
C 0.18054 -0.45123 -3.38670 -2.3 -2.7 -2.0 -0.203
C -0.60051 0.38902 -2.46777 4.5 2.7 0.2 -0.573
H -0.03297 -0.28948 -4.47636 0.2 0.0 0.5 0.083
H -0.16222 -1.49094 -3.17028 0.4 0.0 -0.7 0.053
H 1.26660 -0.56256 -3.29283 -0.1 0.8 0.6 0.052
C -1.14585 1.54873 -2.81365 -2.0 0.5 -1.9 -0.274
C -2.17832 1.48009 -3.96135 1.4 0.3 -0.2 -0.114
H -1.04467 2.54396 -2.34524 -0.7 -0.9 0.7 0.052
H -1.92894 2.22608 -4.74270 -0.8 -0.2 0.2 0.064
H -3.18209 1.59228 -3.50098 0.5 0.3 -0.4 0.071
H -2.12479 0.45309 -4.35860 -0.2 0.5 -0.1 0.055
Lu -1.23805 -0.53880 -0.70144 1.1 1.3 0.1 1.095
Cl -1.35870 1.94614 0.25821 -0.6 -0.8 0.5 -0.101
Cl -3.34354 -1.19481 -1.79541 -0.5 -0.4 0.2 -0.147
C -2.69186 -0.97841 1.60891 2.0 -1.4 -0.6 -0.349
O -1.58147 -1.43726 1.18110 -1.0 1.1 1.8 -0.250
N -3.42723 -1.78956 2.31071 0.0 -0.4 0.0 -0.183
C -2.89812 -3.10984 2.65062 -0.5 -0.3 0.2 -0.008
C -4.84188 -1.57725 2.37420 -0.6 0.3 0.5 -0.031
H -3.05878 0.03710 1.39793 0.1 -0.2 -0.1 0.103
H -1.82943 -3.18385 2.42246 -0.5 0.2 0.1 0.093
H -3.44862 -3.88595 2.08646 0.3 0.3 0.2 0.107
H -3.06872 -3.25358 3.72549 0.0 -0.2 -0.2 0.096
H -5.07595 -0.58515 1.93966 0.0 -0.6 0.3 0.110
H -5.11557 -1.60922 3.43650 -0.5 0.0 -0.3 0.096
H -5.33696 -2.37367 1.78895 0.0 0.5 0.4 0.108
H 1.81674 -5.02364 -0.92085 -0.1 0.2 0.0 0.096
H 4.29705 -4.00621 -0.63078 0.1 0.1 0.0 0.093
C 1.74756 -4.22453 -1.66913 0.2 0.2 0.0 -0.017
C 3.97993 -3.19775 -1.29536 -0.4 0.0 0.1 -0.031
N 2.52742 -3.05825 -1.23734 -0.3 0.0 -0.2 -0.166
H 0.70746 -3.94038 -1.82762 0.2 0.0 0.1 0.087
C 1.94403 -1.91374 -0.88046 -1.9 0.7 0.2 -0.262
O 0.68603 -1.71468 -0.94039 2.2 -1.1 0.6 -0.226
H 4.45133 -2.26121 -1.00891 0.0 0.0 0.1 0.094
H 2.61496 -1.11686 -0.48489 -0.4 -0.5 -0.4 0.104
H 2.17011 -4.60998 -2.60252 -0.1 0.1 0.1 0.093
H 4.27408 -3.44720 -2.31582 0.0 0.0 0.0 0.092
C -1.09452 0.42865 4.60387 -0.5 0.1 0.8 -0.099
N 0.01932 0.84601 3.77567 0.0 -0.2 -0.2 -0.048
C 0.88572 -0.01988 3.19128 0.5 -0.5 -0.7 -0.847
S 1.47533 0.24547 1.61717 0.0 -0.2 1.1 0.625
N 1.23753 -1.12600 3.92349 0.4 0.2 -0.4 -0.058
C 1.29055 -1.16635 5.38974 0.0 -0.3 -0.7 -0.079
H -1.20221 -0.67536 4.64119 0.1 0.7 -0.1 0.087
H -2.02420 0.88817 4.22680 0.3 -0.3 0.0 0.089
H -0.97266 0.82204 5.62965 -0.1 -0.4 -0.3 0.082
H -0.18468 1.64160 3.19444 0.1 0.0 -0.3 0.090
H 1.92545 -1.73352 3.46093 -0.7 0.7 0.1 0.120
H 0.63858 -1.96093 5.72986 -0.3 -0.1 0.4 0.074
H 2.30354 -1.43883 5.68335 0.0 0.3 0.2 0.085
H 0.98236 -0.21310 5.80890 0.2 -0.1 0.1 0.073